[1]
{"formula": "C3H13N3O", "method": "ωB97M-V/def2-TZVPD", "smiles": "NCCNCN.O", "total_energy_ev": -9838.96803, "largest_force_ha_per_bohr": 0.045, "spin_multiplicity": 1, "e_above_lowest_kcal_mol": 30.8, "homo_ev": -8.630, "species": ["N", "C", "C", "N", "C", "N", "H", "H", "H", "H", "H", "H", "H", "H", "H", "H", "H", "O", "H", "H"], "coordinates": [[2.3078, -0.7570, 0.4274], [1.4560, 0.1077, 1.2280], [0.7928, 1.2527, 0.4202], [-0.1034, 0.7156, -0.6224], [-1.5461, 0.8968, -0.2244], [-2.4095, 0.1036, -1.0574], [1.9696, -0.9100, -0.5143], [2.3934, -1.6850, 0.8161], [0.6003, -0.4918, 1.6209], [1.9661, 0.4418, 2.1376], [1.6303, 1.7288, -0.0874], [0.2387, 1.8232, 1.1742], [0.0024, 1.2337, -1.4916], [-1.6229, 0.5811, 0.8052], [-1.7896, 1.9993, -0.2346], [-2.1707, -0.8715, -1.0165], [-2.2705, 0.3940, -2.0193], [-0.1592, -2.2947, -0.1528], [-0.8571, -2.8097, -0.6027], [-0.4282, -1.4585, -0.6064]], "atomic_forces_ev_per_a": [[0.82, 0.40, -0.26], [-1.73, -1.23, 0.04], [1.12, -1.47, 0.15], [-0.98, 0.36, 0.56], [1.18, 0.41, -0.30], [-0.41, 0.95, -0.30], [-0.35, 0.26, 0.15], [-0.07, 0.08, 0.23], [0.21, 0.25, -0.05], [0.21, 0.39, -0.41], [-0.21, 0.82, 0.23], [0.30, 0.62, -0.45], [0.25, -0.07, 0.21], [-0.11, -0.24, 0.30], [-0.18, -1.09, -0.25], [-0.02, -0.23, 0.20], [-0.24, -0.09, -0.06], [-1.75, 0.40, -1.48], [0.60, -0.74, 0.67], [1.36, 0.21, 0.83]]}

=====

[2]
{"formula": "C3H12BrN2O4", "method": "ωB97M-V/def2-TZVPD", "total_charge": -1, "total_energy_ev": -84520.78843, "largest_force_ha_per_bohr": 0.076, "spin_multiplicity": 1, "homo_ev": -4.133, "species": ["Br", "C", "O", "N", "N", "H", "H", "H", "H", "C", "C", "O", "O", "H", "H", "H", "H", "H", "H", "O", "H", "H"], "coordinates": [[0.6951, 11.7601, -5.3236], [-0.3550, 11.5426, -11.1356], [-0.8231, 11.2705, -12.2100], [0.3408, 10.7294, -10.3756], [-0.3658, 12.7447, -10.6039], [0.5003, 10.9534, -9.4037], [0.4781, 9.7704, -10.6610], [0.0157, 12.9460, -9.6906], [-0.9453, 13.3905, -11.1208], [5.8727, 14.6883, -7.8635], [6.9536, 15.4119, -8.6400], [7.0763, 14.6918, -9.9004], [4.6027, 14.7730, -8.3475], [5.7544, 15.0082, -6.8282], [6.1185, 13.6288, -7.7921], [7.9125, 15.3741, -8.1230], [6.5835, 16.4292, -8.7679], [7.1817, 15.3556, -10.5859], [3.9858, 14.2132, -7.8704], [0.5110, 16.1072, -3.1315], [1.1675, 16.0769, -2.4356], [0.5890, 15.2610, -3.5721]], "atomic_forces_ev_per_a": [[0.07, 0.15, -0.15], [0.50, -0.17, -0.25], [-0.94, -0.51, -1.75], [1.65, -3.11, 1.67], [-1.03, 3.28, 0.26], [0.07, -0.24, -0.13], [-0.19, 0.30, 0.11], [-0.30, 0.18, -0.31], [0.24, 0.26, 0.59], [0.81, -1.39, 2.22], [-1.34, -0.98, -0.66], [0.15, 0.89, 0.56], [-1.88, 1.03, -2.30], [1.12, 0.49, 0.41], [0.63, -0.24, -0.11], [-0.13, 0.14, 0.20], [0.38, 0.22, -0.31], [0.00, -0.11, -0.14], [0.21, -0.08, 0.15], [-0.11, 0.39, 0.08], [0.13, -0.05, 0.13], [-0.04, -0.45, -0.27]]}

=====

[3]
{"formula": "C7H11N4", "method": "ωB97M-V/def2-TZVPD", "total_charge": 1, "total_energy_ev": -13387.79524, "largest_force_ha_per_bohr": 0.128, "spin_multiplicity": 1, "e_above_lowest_kcal_mol": 100.3, "homo_ev": -11.847, "species": ["C", "C", "C", "C", "C", "C", "C", "N", "N", "N", "N", "H", "H", "H", "H", "H", "H", "H", "H", "H", "H", "H"], "coordinates": [[-2.1234, -1.1532, 0.3530], [-2.8029, -0.0234, -0.0419], [-0.5823, 0.9405, -0.1135], [-0.7219, -1.0533, 0.2211], [0.6952, 1.2392, 0.1728], [-2.0307, 1.2127, -0.3523], [1.6450, -1.1769, 0.1235], [0.3316, -1.7805, 0.4471], [1.5560, 0.2023, 0.6430], [1.0722, 2.5290, 0.2205], [1.9387, -1.6634, -1.2071], [-2.5216, -2.0881, 0.7066], [-3.8817, -0.0057, 0.0258], [-1.8832, 1.4380, -1.4726], [-2.4218, 2.1853, 0.0900], [2.4198, -1.6649, 0.8577], [0.3218, -2.7088, 0.7549], [2.4863, 0.6049, 0.7947], [0.4790, 3.3142, 0.3868], [1.8392, 2.8067, 0.7940], [2.9627, -1.4922, -1.5220], [1.2220, -1.6623, -1.8821]], "atomic_forces_ev_per_a": [[-0.14, 0.39, -0.65], [0.53, -1.01, 1.07], [0.14, -6.43, 1.29], [0.90, 5.17, -0.22], [-2.21, -1.16, 0.68], [1.65, 1.65, -1.87], [0.75, -1.51, 1.40], [-0.88, 2.28, -0.72], [1.31, 1.66, -1.31], [2.07, 1.58, 0.36], [3.61, 1.16, 1.41], [-0.77, -0.02, -0.10], [-0.06, 0.14, -0.25], [-1.54, -0.37, 1.07], [0.28, -1.42, -0.25], [-1.34, 0.99, -1.45], [-0.20, -1.70, 0.39], [-0.34, -0.52, -0.04], [-1.51, -0.28, -0.52], [1.19, -0.66, 0.16], [-2.82, -0.38, 0.45], [-0.62, 0.44, -0.91]]}

=====

[4]
{"formula": "C15H8F3N5O", "method": "ωB97M-V/def2-TZVPD", "smiles": "FC(F)(F)c1cc(-c2ccco2)nc(-n2nnc3ccccc32)n1", "total_energy_ev": -33332.69614, "largest_force_ha_per_bohr": 0.101, "spin_multiplicity": 1, "homo_ev": -9.057, "species": ["F", "C", "F", "F", "C", "C", "C", "C", "C", "C", "C", "O", "N", "C", "N", "N", "N", "C", "C", "C", "C", "C", "C", "N", "H", "H", "H", "H", "H", "H", "H", "H"], "coordinates": [[-1.9913, -1.9542, 2.9885], [-1.4672, -0.7324, 2.9632], [-0.3078, -0.8436, 3.6910], [-2.3613, -0.0443, 3.6959], [-1.1410, -0.1222, 1.5985], [-2.0123, 0.6473, 0.8715], [-1.7723, 1.1980, -0.3605], [-2.7688, 1.9959, -1.0702], [-2.6970, 2.0509, -2.4080], [-3.8076, 3.0046, -2.6567], [-4.3705, 3.3667, -1.4547], [-3.6772, 2.8031, -0.4523], [-0.7100, 0.7294, -0.9758], [0.1861, 0.0679, -0.2756], [1.4307, -0.3160, -0.7835], [1.6004, -0.4680, -2.1100], [2.6200, -1.1835, -2.3334], [3.0720, -1.6001, -1.1020], [4.1513, -2.4360, -0.8387], [4.6239, -2.5887, 0.4424], [3.8935, -1.9690, 1.5154], [2.8375, -1.1809, 1.2903], [2.4095, -0.9957, -0.0831], [-0.0301, -0.3448, 0.9487], [-3.0111, 0.8984, 1.2820], [-1.9682, 1.5496, -3.0763], [-4.1959, 3.2972, -3.6182], [-5.1955, 4.1527, -1.4410], [4.7326, -2.8971, -1.5911], [5.5084, -3.1896, 0.6398], [4.1811, -2.1186, 2.5601], [2.2381, -0.7772, 2.1439]], "atomic_forces_ev_per_a": [[0.13, -0.67, -1.30], [0.96, -0.53, 1.78], [-0.71, 0.55, -0.60], [0.55, 1.00, -0.60], [-0.88, 0.81, -2.21], [-3.96, 1.27, 3.06], [-0.20, -1.68, 1.01], [2.48, -0.78, 0.28], [-2.27, 2.01, -0.64], [0.21, -0.86, -0.08], [-0.14, 1.23, -3.18], [-0.01, -0.81, 0.39], [1.76, 1.28, -2.10], [-1.55, 0.13, 0.86], [-0.54, 0.35, 0.63], [-0.31, 0.57, -0.90], [-0.64, -0.45, 0.26], [1.97, -0.54, -0.37], [1.37, -0.11, 0.92], [-1.08, 0.33, 0.47], [1.78, -1.02, 0.10], [-2.94, 1.40, -0.49], [-0.26, -0.21, 1.37], [2.36, -1.71, 1.98], [0.71, -0.19, 0.07], [-0.87, 0.49, 0.70], [0.06, 0.14, -0.02], [1.32, -1.46, 1.18], [0.17, -0.30, -1.07], [-0.26, 0.09, 0.00], [0.11, -0.06, -0.44], [0.67, -0.28, -1.08]]}

=====

One value per record, in order, for LUMO energy: 0.8; 2.6; -4.2; -0.6 eV.